Entry 1:
C33H28MnN6O2S as an isolated structure at a distorted geometry, computed with ωB97M-V/def2-TZVPD.

The geometry in ORCA input format:
```
! wB97M-V def2-TZVPD RIJCOSX def2/J DEFGRID3
* xyz 0 2
Mn 0.7572 -0.4827 0.9572
N -3.6924 -4.0435 -5.2811
C -3.1761 -3.7817 -4.0255
C -3.5487 -2.6230 -3.3356
C -3.0135 -2.3488 -2.0927
C -2.0957 -3.2227 -1.5276
C -1.7100 -4.3721 -2.1987
C -2.2457 -4.6479 -3.4412
S -1.5069 -2.8793 0.1048
O -1.0901 -4.1020 0.7339
O -2.5447 -2.1143 0.7549
N -0.2405 -1.8408 -0.0393
C 0.9600 -2.3560 -0.3995
N 1.0916 -3.4292 -1.1908
C 2.3231 -3.8255 -1.4758
C 3.4514 -3.1579 -1.0222
C 3.2393 -2.0491 -0.2285
N 2.0151 -1.6576 0.0935
H -4.5393 -3.5642 -5.5293
H -3.6284 -4.9899 -5.6116
H -4.2714 -1.9485 -3.7800
H -3.3089 -1.4679 -1.5385
H -0.9981 -5.0345 -1.7285
H -1.9549 -5.5466 -3.9728
H 2.3995 -4.7086 -2.1012
H 4.4488 -3.4956 -1.2603
H 4.0460 -1.4515 0.1797
C 5.5482 4.8878 1.2986
C 5.6274 4.1404 2.4645
C 4.7955 3.0478 2.6454
C 3.8563 2.6731 1.6776
C 3.8006 3.4300 0.5013
C 4.6359 4.5208 0.3196
C 2.9965 1.5083 1.9570
C 1.9591 1.0324 1.2649
C 1.3016 1.5117 0.0554
C 0.3689 2.5756 0.1504
C -0.1944 3.1399 -0.9711
C 0.1440 2.6745 -2.2412
C 1.0682 1.6528 -2.3644
C 1.6591 1.0912 -1.2411
H 6.1859 5.7509 1.1548
H 6.3397 4.4095 3.2350
H 4.8685 2.4633 3.5559
H 3.1038 3.1622 -0.2777
H 4.5754 5.0909 -0.5998
H 3.2681 0.9834 2.8731
H 0.1305 2.9371 1.1435
H -0.8951 3.9603 -0.8663
H -0.3009 3.1219 -3.1204
H 1.3583 1.3048 -3.3484
H 2.4439 0.3547 -1.3486
C 0.3551 -1.2295 5.2475
C 0.8608 -1.3363 3.8965
N 1.2374 -1.3634 2.8164
H -0.6181 -1.7144 5.3099
H 0.2448 -0.1719 5.4879
H 1.0349 -1.6915 5.9608
N -0.8051 0.3235 1.7972
C -1.8563 0.6882 1.5015
C -3.1204 1.2144 1.1713
C -4.2079 0.3648 0.9171
C -5.4405 0.9067 0.6143
C -5.6121 2.2847 0.5575
C -4.5384 3.1291 0.8141
C -3.3000 2.6060 1.1209
H -4.0427 -0.7032 0.9696
H -6.2850 0.2561 0.4280
H -6.5819 2.7007 0.3194
H -4.6788 4.2015 0.7789
H -2.4570 3.2506 1.3297
*
```

Computed properties:
**Highest occupied orbital energy (alpha / beta)**: -7.04 / -6.56 eV
**Energy relative to the best compared isomer or geometry (same formula, charge and spin)**: 37.4 kJ/mol
**Molecular weight**: 627.63 g/mol
**LUMO level (alpha / beta)**: 0.003 / 0.003 hartree
**Electronic energy**: -89864.08885 eV

***

Entry 2:
C5H12HgINO8P2S as an isolated structure at a distorted geometry, computed with ωB97M-V/def2-TZVPD.

The geometry in ORCA input format:
```
! wB97M-V def2-TZVPD RIJCOSX def2/J DEFGRID3
* xyz 2 1
C -2.3586 -2.5726 -1.1663
C -0.9487 -2.6563 -1.8593
C -0.2921 -1.2317 -2.1019
O 0.1866 -0.7941 -0.8048
C 0.5119 0.5594 -0.7583
I 2.4856 0.7925 -1.6651
O -0.3424 1.5214 -1.3843
S -1.7502 1.4870 -0.4770
O -2.8365 0.6784 -1.0859
O -2.3171 2.8605 -0.3626
O -1.0905 0.8519 0.9569
C 0.3352 0.8863 0.7808
P 0.7809 2.5988 1.4452
N 2.3720 2.9785 1.3299
P 1.2286 -0.2805 1.9401
O 1.6820 0.5061 3.1620
O 0.2330 -1.5379 2.3934
O 2.5828 -0.9518 1.2330
H -2.3170 -2.2896 -0.0846
H -2.8733 -3.5574 -1.2426
H -2.9426 -1.7702 -1.6866
H -0.9972 -3.2326 -2.8128
H -0.2667 -3.2114 -1.1542
H -1.0963 -0.5948 -2.5408
H 0.5212 -1.3341 -2.8643
H 0.3340 2.6170 2.8052
H -0.0198 3.5739 0.7636
H 2.8781 2.2020 0.8797
H 0.5468 -1.8058 3.2784
H 2.9370 -1.5734 1.8987
Hg 2.8335 5.2805 1.1844
*
```

Computed properties:
**Highest occupied orbital energy**: -16.22 eV
**Molecular weight**: 635.66 g/mol
**LUMO level**: -0.473 hartree
**Electronic energy**: -64915.48868 eV

***

Entry 3:
C2H15NO4 as an isolated structure at a distorted geometry, computed with ωB97M-V/def2-TZVPD.

The geometry in ORCA input format:
```
! wB97M-V def2-TZVPD RIJCOSX def2/J DEFGRID3
* xyz 1 2
H 0.1031 -0.5109 -0.0716
O 0.8393 -0.2647 0.9020
N -0.5123 -0.8697 -1.1288
H 1.6098 -0.2879 0.3892
H -0.0189 -0.2326 -1.7392
C -1.8663 -0.2609 -0.7706
H -2.3657 -1.0008 -0.1743
H -2.4769 -0.0828 -1.7174
H -0.3477 -1.8023 -1.2702
C -1.5704 1.0959 -0.0556
H -2.2633 1.6303 0.5303
H -0.8343 0.9040 0.7985
H -1.2188 1.9646 -0.6385
O 0.1063 1.0436 2.9718
H 0.2220 0.3966 2.3151
H 0.7974 1.7035 3.1104
O 1.6061 0.9240 -2.0545
H 1.5488 1.8934 -2.0594
H 1.8188 0.6330 -3.0122
O 1.4111 -2.7012 1.2237
H 1.1142 -1.6981 0.9174
H 2.2975 -2.4769 1.5339
*
```

Computed properties:
**Highest occupied orbital energy (alpha / beta)**: -14.53 / -14.30 eV
**Energy relative to the best compared isomer or geometry (same formula, charge and spin)**: 318.9 kJ/mol
**Molecular weight**: 117.14 g/mol
**LUMO level (alpha / beta)**: -0.122 / -0.351 hartree
**Electronic energy**: -11985.87249 eV

***

molecular weight of number 1 (C33H28MnN6O2S)?
627.63 g/mol

***

Among the records above, which one has the highest molecular weight?
C5H12HgINO8P2S

***

Which of these has the highest molecular weight?
C5H12HgINO8P2S

***

Which value of electronic energy does entry 3 give?
-11985.87249 eV